CH8O2Si2 | ωB97M-V/def2-TZVPD

The value obtained for the orbital gap is 10.051 eV. The value obtained for the highest occupied orbital energy is -0.346 hartree. The calculation puts the LUMO energy at 0.65 eV.

```
! RIJCOSX wB97M-V def2-TZVPD def2/J DEFGRID3
* xyz 0 1
H -2.55 -0.07 -0.53
O 0.76 3.73 1.42
H 1.43 -0.03 -0.41
Si -1.59 -1.21 -0.28
H 1.09 -1.69 -2.34
H -2.28 -2.35 -0.94
C 1.67 2.97 2.06
H -1.85 -1.37 1.20
H 0.96 4.64 1.42
H 1.30 -2.57 -0.14
H 0.38 1.71 1.75
O 1.27 1.77 2.11
Si 0.85 -1.33 -0.85
*
```

Löwdin population analysis, charges in e, atoms 1 to 4: number 1, H, carries -0.14; number 2, O, carries 0.02; number 3, H, carries -0.15; number 4, Si, carries 0.39